1.
{"formula": "CH2FN", "method": "ωB97M-V/def2-TZVPD", "gap_ev": 10.690, "e_tot_ha": -193.8031, "multiplicity": 1, "smiles": "[H]/N=C\\F", "charge": 0, "species": ["H", "N", "C", "F", "H"], "coordinates": [[1.603, -0.166, 0.677], [0.650, 0.038, 0.257], [-0.564, 0.079, -0.115], [-0.971, -1.105, -0.976], [-0.719, 1.153, 0.156]]}

2.
{"formula": "CH2FN2O2", "method": "ωB97M-V/def2-TZVPD", "gap_ev": 9.532, "e_tot_ha": -399.1901, "multiplicity": 1, "charge": -1, "species": ["C", "N", "N", "O", "O", "F", "H", "H"], "coordinates": [[-0.290, 0.021, -1.899], [0.346, 0.181, 2.435], [1.164, -0.344, 1.742], [0.571, -0.707, -1.534], [-0.673, 0.660, -2.865], [-1.378, 0.342, -0.690], [-0.586, 0.182, 2.139], [0.847, -0.335, 0.672]]}

3.
{"formula": "CH2FN2O2", "method": "ωB97M-V/def2-TZVPD", "gap_ev": 8.589, "e_tot_ha": -399.1802, "multiplicity": 1, "charge": -1, "species": ["C", "N", "N", "O", "O", "F", "H", "H"], "coordinates": [[-0.583, 0.914, 0.712], [1.012, -0.518, -1.101], [0.721, -1.600, -0.683], [-0.835, 2.023, 0.403], [0.214, 0.274, 1.351], [-1.609, -0.050, -0.076], [0.890, 0.480, -0.774], [0.189, -1.522, 0.167]]}

4.
{"formula": "CH2FNO", "method": "ωB97M-V/def2-TZVPD", "gap_ev": 10.051, "e_tot_ha": -269.0436, "multiplicity": 1, "smiles": "[O-]/[NH+]=C/F", "charge": 0, "species": ["O", "N", "C", "F", "H", "H"], "coordinates": [[-1.712, -0.013, 0.016], [-0.515, -0.374, -0.023], [0.451, 0.414, 0.010], [1.706, -0.184, 0.012], [-0.454, -1.359, -0.140], [0.707, 1.507, -0.146]]}

5.
{"formula": "CH2FNO2", "method": "ωB97M-V/def2-TZVPD", "gap_ev": [10.119, 7.241], "e_tot_ha": -344.0917, "multiplicity": 1, "charge": 0, "species": ["C", "N", "O", "O", "F", "H", "H"], "coordinates": [[-1.175, -0.038, -0.174], [-0.416, -0.883, 0.316], [0.632, -1.349, 0.513], [2.077, 0.275, -0.347], [1.867, 1.270, 0.520], [-0.723, 0.946, -0.585], [-2.262, -0.222, -0.242]]}

6.
{"formula": "CH2FNO2S", "method": "ωB97M-V/def2-TZVPD", "gap_ev": [8.893, 8.894], "e_tot_ha": -742.4441, "multiplicity": 1, "charge": 0, "species": ["C", "N", "O", "O", "F", "S", "H", "H"], "coordinates": [[0.699, -0.333, -0.442], [1.501, 0.414, 0.015], [-2.336, -1.213, 0.471], [-2.739, 1.178, 0.263], [3.098, 0.028, 0.490], [-2.521, -0.084, -0.393], [0.758, -1.381, -0.647], [1.539, 1.390, 0.243]]}

Table of relative energy (zero: lowest compared OMol25 entry of this formula, charge and spin) (kcal per mole), in record order: 60.3; 15.0; 21.1; 90.2; 161.1; 70.9